# C2H3Cl2NOS

An isolated molecule of C2H3Cl2NOS (ωB97M-V/def2-TZVPD, OMol25).

* energy above the lowest of the compared OMol25 structures with the same formula, charge and spin: 46.1 kcal per mole
* E_LUMO: -0.72 eV
* gap between HOMO and LUMO: 8.27 eV
* max |F|: 2.99 eV/Å
* charge: 0
* SMILES string: ClC1(Cl)CNSO1

XYZ file:
```
10
Properties=species:S:1:pos:R:3:forces:R:3:mulliken_charge:R:1
C 0.415 0.110 -0.332 0.1 0.3 0.0 -0.77
C 1.870 -0.051 -0.827 -0.6 0.6 -0.9 0.72
N 0.256 -1.019 0.551 0.0 -0.5 0.1 -0.41
O 2.644 -0.650 0.085 -0.8 -1.0 2.7 -0.35
S 1.627 -1.003 1.582 1.2 0.6 -1.9 0.13
Cl 2.524 1.575 -1.242 0.0 0.1 0.0 -0.19
Cl 1.921 -1.024 -2.332 -0.1 -0.1 -0.1 -0.18
H 0.341 1.084 0.167 0.0 -0.1 0.0 0.35
H -0.293 0.052 -1.154 0.1 0.0 0.0 0.39
H -0.602 -1.011 1.091 0.0 0.0 0.0 0.31
```
Positions in Å, forces in eV/Å.